Density functional theory data (the ωB97M-V functional and the def2-TZVPD basis) for 11 unconnected molecules or ions with the total composition C29H56Cl20F2N.

Total charge: +1
Gap between HOMO and LUMO in eV: 7.8
Multiplicity: 1
E_tot in eV: -288350.621

Positions of all 108 atoms, in Å:
C 0.452 -3.050 0.999
C -0.511 -1.956 1.486
C -1.530 -1.521 0.421
F -1.367 -2.157 -0.795
C -2.965 -1.571 0.921
C -4.065 -1.144 0.016
N -5.149 -1.455 0.594
C -4.992 -2.159 1.869
C -3.562 -2.747 1.716
C -3.753 -4.144 1.036
C -3.244 -4.335 -0.383
F -1.952 -4.814 -0.368
H 1.301 -2.622 0.481
H 0.857 -3.528 1.886
H -0.002 -3.807 0.374
H -0.978 -2.253 2.422
H 0.095 -1.085 1.736
H -1.316 -0.467 0.237
H -2.964 -0.759 1.665
H -3.982 -0.623 -0.923
H -6.067 -1.244 0.212
H -5.807 -2.869 1.943
H -5.089 -1.501 2.730
H -3.125 -2.923 2.684
H -3.209 -4.866 1.636
H -4.784 -4.478 1.061
H -3.841 -5.105 -0.869
H -3.297 -3.448 -1.014
Cl 0.588 0.455 5.599
C -0.888 0.617 4.631
C -1.959 -0.351 5.066
Cl -1.522 -2.043 4.693
H -0.620 0.478 3.585
H -1.245 1.638 4.761
H -2.886 -0.133 4.535
H -2.152 -0.287 6.134
Cl 2.898 -0.349 1.985
C 3.438 -0.567 0.297
C 3.675 0.750 -0.385
Cl 2.132 1.616 -0.631
H 2.685 -1.152 -0.226
H 4.357 -1.146 0.329
H 4.115 0.587 -1.367
H 4.341 1.388 0.190
Cl 5.690 -3.075 -0.875
C 4.594 -4.479 -0.971
C 3.992 -4.635 -2.342
Cl 2.843 -3.326 -2.726
H 3.825 -4.359 -0.210
H 5.185 -5.360 -0.726
H 3.435 -5.569 -2.395
H 4.757 -4.646 -3.114
Cl 1.830 -3.204 5.610
C 1.952 -2.734 7.324
C 1.365 -3.775 8.243
Cl -0.411 -3.898 8.087
H 1.458 -1.775 7.443
H 3.011 -2.608 7.544
H 1.573 -3.512 9.279
H 1.784 -4.758 8.046
Cl -0.727 4.771 1.770
C -0.215 4.669 0.062
C -0.038 6.026 -0.565
Cl -1.590 6.881 -0.762
H -0.956 4.081 -0.472
H 0.731 4.130 0.047
H 0.391 5.913 -1.559
H 0.620 6.656 0.027
Cl -0.503 2.582 -2.758
C -0.828 1.725 -4.291
C -0.342 0.300 -4.256
Cl 1.434 0.188 -4.218
H -0.362 2.288 -5.095
H -1.906 1.741 -4.441
H -0.674 -0.218 -5.155
H -0.727 -0.233 -3.388
Cl -0.382 4.235 -6.773
C -1.891 4.335 -7.720
C -2.917 3.339 -7.248
Cl -2.441 1.654 -7.600
H -1.639 4.192 -8.764
H -2.277 5.345 -7.597
H -3.861 3.516 -7.761
H -3.084 3.421 -6.177
Cl -0.480 -0.244 8.531
C -0.841 -0.758 10.201
C -2.021 -0.022 10.782
Cl -1.669 1.702 11.060
H 0.055 -0.606 10.798
H -1.055 -1.826 10.163
H -2.282 -0.454 11.747
H -2.888 -0.085 10.129
Cl 7.434 -0.476 -1.274
C 8.495 -1.299 -2.446
C 9.883 -0.713 -2.464
Cl 9.905 0.937 -3.134
H 8.024 -1.238 -3.424
H 8.541 -2.347 -2.150
H 10.528 -1.322 -3.095
H 10.311 -0.675 -1.465
Cl -1.415 8.038 -9.363
C -2.918 8.174 -10.312
C -3.955 7.182 -9.856
Cl -3.480 5.505 -10.239
H -2.668 8.036 -11.361
H -3.294 9.186 -10.175
H -4.899 7.369 -10.364
H -4.121 7.248 -8.783